No. 1
# C30H41Ge2HfN5S6Sb

C30H41Ge2HfN5S6Sb as an isolated structure at a distorted geometry (wB97M-V/def2-TZVPD, the OMol25 dataset).

Structure (XYZ):
```
86
Properties=species:S:1:pos:R:3:forces:R:3
Hf 0.968 -0.632 -0.001 1.41 -0.97 -0.57
S -0.855 -4.815 0.353 -0.03 -1.25 -0.92
Sb -0.739 -3.451 2.100 -0.52 0.65 0.33
S 1.485 -2.579 1.783 0.41 0.01 0.32
S -1.471 -1.457 0.573 -0.50 -0.14 0.99
S 1.928 -1.927 3.679 0.06 0.13 0.31
S 2.197 0.367 -2.037 0.62 0.00 -0.95
C 1.179 -0.671 -2.988 -0.21 -1.83 0.60
C 1.109 -0.911 -4.418 0.03 1.59 2.23
C 0.195 -1.841 -4.811 0.38 -0.30 -1.14
C -0.532 -2.634 -3.933 -0.54 -0.23 -0.28
C -0.449 -2.406 -2.595 1.96 1.87 0.83
N 0.438 -1.449 -2.116 -0.92 -0.39 -1.85
H 1.646 -0.219 -5.078 -0.20 -0.57 0.17
H 0.050 -2.008 -5.875 0.04 0.01 0.04
H -1.192 -3.368 -4.368 -0.16 -0.10 0.28
H -1.006 -2.863 -1.807 -0.37 -0.64 0.11
C -5.094 -1.663 2.830 0.73 0.76 -0.08
C -4.442 -0.522 1.954 -1.63 -0.12 0.76
Ge -2.543 -0.135 2.117 0.39 -0.10 -0.99
C -1.874 -0.428 3.906 0.85 -0.76 0.18
C -2.596 0.272 5.024 -0.44 0.82 0.86
C -2.363 1.675 1.463 -0.45 -0.57 1.06
C -1.881 2.166 0.333 0.22 1.17 -1.09
Ge -0.743 1.268 -1.062 -0.30 -0.32 0.50
C 0.268 2.785 -1.801 1.00 -0.26 -0.21
C 0.479 2.933 -3.317 0.81 0.74 0.78
C -1.997 0.419 -2.325 0.04 -0.58 -0.48
C -3.101 1.140 -3.107 0.39 0.37 0.64
C -2.037 3.656 0.133 0.47 -0.30 1.49
C -2.773 4.254 -0.875 -0.51 -0.02 -0.25
C -3.084 5.601 -0.834 0.68 0.46 0.01
C -2.568 6.399 0.190 -1.27 1.19 -0.85
C -1.780 5.854 1.148 0.82 -0.42 1.72
C -1.491 4.483 1.118 -0.05 0.42 0.68
H -6.016 -2.051 2.383 0.35 -0.10 -0.01
H -5.366 -1.236 3.792 -0.14 0.08 0.13
H -4.391 -2.459 3.094 -0.17 -0.19 -0.43
H -4.986 0.416 2.274 0.62 -0.69 -0.67
H -4.652 -0.698 0.892 0.05 0.18 0.19
H -0.831 -0.079 3.849 -0.14 -0.33 0.19
H -1.841 -1.502 4.149 0.10 0.27 -0.42
H -2.352 1.343 4.988 -0.05 -0.16 0.34
H -2.368 -0.138 6.031 0.32 0.33 -0.61
H -3.683 0.218 4.989 -0.21 -0.12 -0.36
H -2.868 2.313 2.200 0.05 0.41 -0.35
H 1.217 2.759 -1.225 -0.38 0.05 -0.49
H -0.221 3.664 -1.486 -0.59 1.17 0.42
H 0.990 2.079 -3.771 -0.29 0.17 -0.07
H 1.073 3.861 -3.526 -0.24 -0.77 0.10
H -0.491 3.126 -3.730 -0.55 -0.22 -0.72
H -2.475 -0.366 -1.708 0.42 0.05 -0.40
H -1.286 -0.064 -3.056 -1.05 0.35 0.58
H -3.876 1.602 -2.422 0.72 -0.59 -0.89
H -3.529 0.414 -3.810 -0.37 0.38 0.14
H -2.595 1.923 -3.679 -0.48 0.19 -0.14
H -3.175 3.633 -1.654 -0.13 -0.18 -0.32
H -3.652 6.091 -1.615 -0.19 -0.26 -0.05
H -2.869 7.459 0.265 0.26 -0.63 -0.19
H -1.482 6.482 2.024 0.03 -0.67 -0.90
H -0.913 4.055 1.949 -0.21 0.04 -0.54
C 5.657 1.330 4.157 -0.95 0.89 -0.29
C 4.801 0.661 3.097 0.25 -0.58 -0.92
C 5.307 -0.295 2.180 -0.10 0.54 0.77
C 4.479 -0.689 1.174 -0.27 -0.18 -0.46
N 3.240 -0.219 1.004 -0.54 0.08 -0.08
C 2.806 0.658 1.907 0.56 0.10 0.89
S 1.157 1.233 1.607 0.55 0.53 0.64
N 3.568 1.097 2.937 -0.91 0.59 -0.11
H 6.548 1.753 3.647 -0.32 -0.38 0.62
H 5.893 0.709 5.030 0.18 -0.09 -0.47
H 5.018 2.168 4.525 0.66 -0.48 -0.17
H 6.303 -0.702 2.221 0.17 0.04 0.18
H 4.827 -1.381 0.433 -0.02 -0.39 -0.32
C 3.004 -6.414 -1.616 1.30 0.32 2.34
N 3.017 -4.953 -1.688 0.00 1.49 -0.17
C 3.691 -4.156 -2.628 -0.38 0.69 1.52
C 3.553 -2.841 -2.186 -0.26 -1.52 -0.69
N 2.785 -2.820 -1.047 -0.01 0.34 -0.17
C 2.498 -4.066 -0.780 -0.29 -1.26 0.54
H 3.839 -6.731 -0.866 -0.85 0.30 -1.83
H 3.114 -6.787 -2.632 -0.03 -0.40 0.33
H 2.137 -6.784 -1.048 -0.23 0.36 -0.87
H 4.280 -4.590 -3.404 0.09 -0.13 -0.39
H 3.872 -1.934 -2.673 0.09 0.01 0.08
H 1.910 -4.385 0.094 0.34 0.03 -0.74
```
Forces are in eV/Å.

Calculated values
2S+1: 1
Strongest force on any atom: 2.84 eV Å⁻¹
Relative energy (zero: lowest compared OMol25 entry of this formula, charge and spin): 0.7687 eV
Total charge: -1
Electronic energy: -8272.99605 hartree
Frontier orbital gap: 0.236 Ha


No. 2
# C30H41N6O6P3SW

C30H41N6O6P3SW as an isolated structure (wB97M-V/def2-TZVPD, the OMol25 dataset).

Structure (XYZ):
```
88
Properties=species:S:1:pos:R:3:forces:R:3
W 0.382 -0.386 -0.169 0.56 0.06 0.51
C 1.556 2.233 -1.430 -0.03 -0.01 -0.03
C 0.740 2.615 -0.189 0.00 0.06 0.03
N -0.406 1.694 -0.040 -0.23 -0.15 0.06
C -1.486 2.016 -1.021 -0.06 -0.03 0.01
C -2.176 0.745 -1.453 0.01 -0.02 0.02
N -1.176 -0.291 -1.809 0.08 -0.10 -0.13
C -0.600 -0.192 -3.168 -0.02 0.02 0.00
C 0.563 0.780 -3.184 0.00 -0.02 -0.04
N 1.294 0.815 -1.867 -0.04 0.11 -0.05
H 1.333 2.895 -2.264 0.02 0.00 0.01
H 2.613 2.345 -1.205 0.01 0.00 0.01
H 1.362 2.530 0.697 0.01 0.00 0.01
H 0.396 3.649 -0.270 -0.02 -0.01 0.03
H -0.830 1.782 0.889 0.04 0.07 0.00
H -2.216 2.679 -0.558 -0.01 0.05 0.00
H -1.036 2.534 -1.867 -0.01 0.01 0.01
H -2.762 0.357 -0.619 0.00 0.00 0.02
H -2.844 0.938 -2.296 -0.01 -0.01 0.01
H -1.661 -1.184 -1.768 -0.04 0.01 -0.06
H -0.259 -1.187 -3.434 -0.01 0.00 0.00
H -1.361 0.128 -3.883 0.00 -0.01 0.00
H 1.261 0.501 -3.974 0.01 0.01 0.00
H 0.223 1.788 -3.404 -0.01 -0.01 -0.01
H 2.198 0.384 -2.031 -0.01 -0.04 0.04
N 0.458 -4.747 0.841 -0.06 0.05 -0.02
C -0.041 -4.222 -0.490 -0.03 -0.02 0.03
C -0.447 -5.401 -1.365 0.01 0.00 0.00
P 1.303 -3.201 -1.190 -0.08 -0.04 0.10
O 2.465 -4.292 -1.147 0.00 0.02 0.04
O 0.977 -2.639 -2.513 0.02 -0.06 -0.06
O 1.560 -2.185 -0.070 -0.15 0.01 -0.35
P -1.523 -3.215 0.008 -0.07 0.06 0.17
O -2.330 -3.004 -1.361 0.00 -0.01 -0.02
O -2.228 -4.038 1.003 0.06 0.02 0.01
O -1.070 -1.806 0.389 0.13 0.04 -0.06
H 1.134 -5.502 0.709 -0.01 -0.01 0.01
H -0.356 -5.067 1.387 -0.01 -0.02 0.00
H 0.915 -3.999 1.385 0.01 -0.01 0.04
H 0.399 -6.073 -1.520 0.00 0.00 0.00
H -0.760 -5.037 -2.342 0.00 0.00 0.00
H -1.269 -5.960 -0.915 0.00 0.00 0.00
H 3.256 -4.098 -1.666 -0.01 -0.01 -0.04
H -3.070 -3.618 -1.468 -0.01 0.00 -0.01
C 0.587 -4.603 4.270 0.00 -0.01 -0.01
C -0.581 -3.866 4.107 -0.01 -0.03 -0.09
C -0.537 -2.615 3.507 0.01 -0.16 -0.13
C 0.683 -2.085 3.083 0.04 0.09 0.09
C 1.853 -2.833 3.236 -0.01 0.01 -0.03
C 1.801 -4.091 3.824 -0.02 0.01 0.03
P 0.728 -0.414 2.382 -0.02 -0.20 0.06
C 0.071 0.678 3.669 -0.02 0.04 -0.02
C 0.282 2.051 3.528 0.03 0.06 -0.06
C -0.178 2.939 4.482 -0.09 -0.02 0.10
C -0.853 2.461 5.600 0.03 0.04 -0.04
C -1.047 1.099 5.758 0.02 -0.03 -0.03
C -0.589 0.207 4.798 -0.10 0.02 0.09
C 2.393 0.068 2.011 0.02 0.07 -0.01
C 3.515 0.255 2.818 -0.02 -0.02 0.01
C 4.721 0.520 2.200 -0.01 0.00 0.01
C 4.783 0.565 0.807 0.00 0.00 -0.03
C 3.650 0.392 0.027 0.01 0.03 0.01
C 2.399 0.168 0.616 -0.13 0.01 -0.07
H 0.552 -5.571 4.753 0.00 0.00 -0.01
H -1.530 -4.265 4.439 0.01 -0.01 0.00
H -1.452 -2.050 3.380 -0.02 -0.09 -0.12
H 2.801 -2.434 2.902 0.02 0.03 0.00
H 2.712 -4.660 3.955 0.01 0.00 0.01
H 0.845 2.443 2.690 0.03 -0.05 -0.06
H -0.002 3.999 4.364 0.01 0.00 0.00
H -1.209 3.151 6.353 0.00 0.00 0.00
H -1.552 0.721 6.637 0.00 0.00 0.00
H -0.749 -0.852 4.942 0.04 0.19 0.11
H 3.438 0.195 3.897 0.01 -0.01 0.00
H 5.617 0.677 2.786 0.00 0.00 0.00
H 5.736 0.739 0.324 0.00 0.00 0.01
H 3.795 0.423 -1.050 0.00 -0.01 0.00
S -2.980 0.743 2.210 0.09 0.07 -0.14
C -4.355 1.616 1.825 -0.05 0.01 0.06
N -5.448 1.514 2.657 0.04 -0.03 0.01
C -6.602 2.182 2.469 -0.04 0.04 -0.04
C -6.719 3.009 1.396 -0.01 -0.02 0.05
C -5.594 3.086 0.557 0.06 -0.01 -0.04
N -4.470 2.432 0.746 0.04 -0.01 -0.04
H -5.337 0.899 3.452 -0.01 0.01 -0.01
H -7.383 2.017 3.197 0.01 0.00 0.01
H -7.620 3.567 1.203 0.00 0.00 0.00
H -5.627 3.724 -0.320 -0.01 0.00 0.01
```
Forces are in eV/Å.

Calculated values
2S+1: 3
Strongest force on any atom: 0.76 eV Å⁻¹
Relative energy (zero: lowest compared OMol25 entry of this formula, charge and spin): 0.0000 eV
<S²>: 2.02
Total charge: +2
Electronic energy: -3436.93345 hartree
Frontier orbital gap (spin up / spin down): 0.304 / 0.285 Ha


> relative energy (zero: lowest compared OMol25 entry of this formula, charge and spin) of number 2 (C30H41N6O6P3SW)?

0.0000 eV


> The highest 2S+1 belongs to which entry?

C30H41N6O6P3SW